Entry 1:
C37H37IrN3O2SSi | the ωB97M-V functional and the def2-TZVPD basis

Geometry as XYZ:
```
82
Properties=species:S:1:pos:R:3:forces:R:3
Ir 0.1764 -0.3695 -0.1225 -0.24 -0.98 0.72
C 2.5816 -2.6201 -2.2442 0.11 0.03 -0.02
Si 2.9836 -0.9808 -1.4247 -0.37 0.07 -0.34
C 4.8452 -0.7117 -1.3770 0.00 -0.10 0.16
C 2.2788 0.4010 -2.5071 0.11 -0.09 -0.01
N 2.1612 -0.8428 0.0980 -0.53 -0.04 0.12
C 2.6366 -1.0990 1.3703 -0.01 -0.15 -0.09
C 3.8673 -1.7187 1.6422 -0.09 0.00 -0.08
C 4.2920 -1.9667 2.9382 0.05 0.01 -0.03
C 3.4937 -1.6279 4.0193 -0.02 -0.02 0.00
C 2.2665 -1.0208 3.7870 -0.01 0.08 0.08
C 1.8661 -0.7519 2.4941 0.10 -0.09 -0.01
O 0.6965 -0.0516 2.2161 -0.15 0.03 0.05
C -0.3920 -0.1854 3.0654 -0.15 0.05 0.07
C -0.8971 -1.4306 3.4020 0.05 -0.09 -0.07
C -2.0464 -1.5089 4.1719 0.02 0.05 0.00
C -2.6760 -0.3513 4.6126 0.01 -0.03 0.02
C -2.1524 0.8878 4.2748 -0.01 0.00 -0.02
C -1.0092 0.9757 3.4918 0.03 0.07 -0.01
H 3.1865 -2.7652 -3.1451 -0.03 0.00 0.02
H 1.5279 -2.6454 -2.5373 0.02 -0.02 0.05
H 2.7598 -3.4670 -1.5759 0.00 0.03 -0.01
H 5.1702 -0.2938 -2.3337 -0.04 -0.02 0.01
H 5.3955 -1.6428 -1.2217 0.01 0.05 0.01
H 5.1337 -0.0114 -0.5890 -0.01 -0.01 -0.03
H 2.3798 0.1677 -3.5718 0.04 0.00 0.05
H 2.7960 1.3467 -2.3184 -0.04 -0.02 0.03
H 1.2126 0.5515 -2.3081 -0.02 0.04 -0.10
H 4.4817 -2.0183 0.8035 0.03 -0.03 0.07
H 5.2536 -2.4373 3.1042 -0.03 -0.02 -0.03
H 3.8148 -1.8305 5.0322 -0.01 0.00 -0.01
H 1.6212 -0.7508 4.6138 0.02 0.04 -0.02
H -0.3969 -2.3238 3.0490 -0.03 0.00 0.00
H -2.4583 -2.4794 4.4161 0.02 0.01 0.01
H -3.5710 -0.4187 5.2173 0.00 0.01 -0.01
H -2.6334 1.7944 4.6201 -0.01 -0.01 -0.02
H -0.5925 1.9314 3.1987 0.00 -0.02 0.01
C -2.8057 5.6655 -1.8908 -0.01 -0.15 -0.22
N -2.7276 4.4032 -1.1728 -0.12 0.34 0.35
N -1.4905 3.8175 -0.9518 0.11 -0.08 -0.28
C -1.6490 2.4386 -0.8627 0.18 0.14 -0.07
O -0.6925 1.7040 -0.5852 -0.38 0.09 -0.06
C -3.0323 2.1919 -1.1216 -0.12 -0.10 -0.06
C -3.6296 3.3943 -1.3352 0.04 -0.08 0.11
C -5.0374 3.6935 -1.7137 0.06 0.03 -0.07
C -0.4111 4.5445 -0.3890 -0.04 0.03 0.16
C 0.8913 4.1376 -0.6537 0.03 -0.05 -0.08
C 1.9490 4.8103 -0.0628 -0.02 0.04 0.02
C 1.7197 5.8978 0.7691 -0.01 -0.03 0.01
C 0.4175 6.2981 1.0288 0.01 0.00 -0.01
C -0.6503 5.6182 0.4621 -0.05 -0.02 0.07
H -1.9355 6.2690 -1.6563 0.00 0.01 0.03
H -3.6985 6.1994 -1.5735 0.00 0.00 0.03
H -2.8497 5.5101 -2.9723 0.06 0.00 -0.01
H -3.4946 1.2214 -1.1134 0.03 0.02 0.01
H -5.6367 2.7917 -1.6206 -0.01 0.01 -0.01
H -5.0937 4.0401 -2.7482 -0.02 -0.01 0.01
H -5.4619 4.4700 -1.0769 -0.01 -0.02 0.02
H 1.0688 3.2870 -1.2956 -0.02 0.02 -0.01
H 2.9616 4.4791 -0.2533 -0.01 0.00 -0.02
H 2.5507 6.4218 1.2226 -0.01 -0.01 -0.01
H 0.2269 7.1305 1.6941 -0.01 0.00 -0.02
H -1.6670 5.8994 0.7063 0.01 0.00 -0.03
S -2.7090 -1.2487 -0.0721 -0.30 -0.08 0.55
C -1.1871 -1.8179 -0.0852 1.92 1.66 -1.51
C -2.1235 -5.5573 -3.6495 -0.03 0.02 -0.03
C -2.5076 -4.2033 -3.5622 0.02 -0.02 0.10
C -2.0849 -3.4307 -2.5168 -0.06 0.04 -0.14
C -1.2261 -3.9506 -1.5187 -0.05 0.01 0.09
C -0.7044 -3.1520 -0.4443 -0.01 -0.75 0.33
C 0.2968 -3.6814 0.3377 -0.17 0.10 0.22
C 0.6963 -5.0232 0.2264 0.15 -0.07 0.05
C 0.1376 -5.8289 -0.7187 0.03 -0.02 -0.04
C -0.8012 -5.3021 -1.6357 -0.07 0.21 -0.11
C -1.2983 -6.0890 -2.7033 0.03 -0.10 -0.02
H -2.4691 -6.1652 -4.4760 -0.02 -0.01 0.02
H -3.1441 -3.7698 -4.3231 0.00 -0.02 -0.01
H -2.3878 -2.3951 -2.4703 0.01 0.00 0.07
H 0.7505 -3.0421 1.0860 0.00 -0.08 0.02
H 1.4468 -5.4151 0.9017 0.01 0.04 0.00
H 0.4317 -6.8687 -0.8047 -0.02 0.02 -0.01
H -0.9921 -7.1273 -2.7672 0.04 0.03 0.00
```
Forces are in eV/Å.

Results
* E_HOMO (alpha / beta): -6.574 / -6.464 eV
* M: 808.09 g mol⁻¹
* ΔE to the lowest compared entry with this formula, charge and spin: 81.0 kJ/mol
* frontier orbital gap (alpha / beta): 6.8 / 6.5 eV
* charge: 0
* 2S+1: 2

Atomic partial charges in e from the Löwdin method, atoms 1 to 6:
1. Ir 1.088
2. C -0.166
3. Si 0.388
4. C -0.184
5. C -0.188
6. N -0.210

=====

Entry 2:
C37H37MgN7O3S | the ωB97M-V functional and the def2-TZVPD basis

Geometry as XYZ:
```
86
Properties=species:S:1:pos:R:3:forces:R:3
Mg 0.9271 -0.4319 0.6855 -0.83 0.42 0.00
O 1.5957 -2.3361 -0.4067 0.04 -0.13 0.26
S 1.8730 -2.9335 0.9031 0.06 -0.17 0.11
O 3.2552 -3.0774 1.2898 0.01 0.03 -0.01
N 0.9893 -2.0605 1.8792 0.28 -0.48 0.92
C 1.2634 -1.9738 3.2637 -0.26 0.19 -0.66
C 1.7752 -2.9638 4.0596 0.08 -0.14 0.08
C 1.9625 -2.7608 5.4473 0.01 -0.11 -0.11
C 1.6330 -1.5807 6.0399 -0.05 0.10 0.03
C 1.1064 -0.5292 5.2482 0.02 0.04 0.09
C 0.7527 0.7305 5.7852 0.06 -0.11 0.12
C 0.2596 1.7015 4.9697 -0.05 0.07 -0.01
C 0.1307 1.4248 3.5957 -0.06 -0.02 -0.15
N 0.4564 0.2818 3.0464 0.17 -0.42 0.11
C 0.9315 -0.7153 3.8644 -0.11 0.22 -0.30
C 1.2105 -4.5723 0.8832 -0.06 -0.20 0.01
C 2.0011 -5.5811 0.3433 -0.02 0.02 -0.04
C 1.5147 -6.8771 0.3094 -0.04 -0.04 0.00
C 0.2537 -7.1633 0.8208 -0.01 0.04 0.01
C -0.5242 -6.1520 1.3695 0.02 -0.02 0.00
C -0.0482 -4.8469 1.4074 0.16 -0.02 -0.11
H 2.0515 -3.9142 3.6217 -0.01 0.00 0.02
H 2.3698 -3.5686 6.0440 -0.01 0.02 -0.05
H 1.7688 -1.4291 7.1049 -0.01 0.01 -0.06
H 0.8804 0.9073 6.8475 0.00 -0.02 -0.03
H -0.0232 2.6736 5.3507 0.00 -0.02 -0.02
H -0.2631 2.1873 2.9306 0.04 -0.02 0.00
H 2.9885 -5.3468 -0.0392 -0.09 0.00 0.05
H 2.1234 -7.6678 -0.1107 -0.02 0.01 0.01
H -0.1186 -8.1808 0.7991 0.01 0.05 0.00
H -1.5004 -6.3789 1.7796 0.02 0.00 -0.01
H -0.6331 -4.0500 1.8503 0.03 0.00 0.00
C -1.6867 5.7673 -1.8000 -0.05 0.01 -0.01
C -0.2540 5.2459 -1.9751 0.03 -0.07 0.02
C 0.0154 4.9391 -3.4572 0.03 -0.03 -0.03
C 0.7303 6.3242 -1.5225 0.06 0.02 0.05
C -0.0940 3.9613 -1.1673 -0.03 0.12 -0.07
C 0.7441 3.8598 -0.0681 0.11 0.09 -0.04
C 0.9141 2.6361 0.5477 -0.03 -0.36 -0.03
N 0.2610 1.5331 0.1760 -0.10 0.55 -0.39
C -0.5966 1.6312 -0.8560 0.04 -0.41 0.29
C -0.7829 2.8094 -1.5444 -0.08 0.10 -0.12
C -1.2943 0.3514 -1.2129 0.26 -0.04 0.27
C -2.3371 0.2917 -2.1141 -0.12 0.06 -0.11
C -2.9423 -0.9267 -2.4166 -0.11 0.03 -0.08
C -2.4436 -2.0519 -1.7775 -0.06 -0.06 -0.05
C -1.4008 -1.9191 -0.8824 0.21 0.17 0.22
N -0.8358 -0.7494 -0.5870 -0.14 0.20 -0.24
C -4.0942 -0.9844 -3.4146 0.05 -0.01 0.04
C -3.5886 -0.4971 -4.7789 0.02 0.02 -0.08
C -5.2291 -0.0708 -2.9307 -0.04 0.02 0.03
C -4.6399 -2.4045 -3.5680 0.00 -0.06 -0.01
H -1.8235 6.6812 -2.3847 0.00 -0.06 0.03
H -1.8959 5.9971 -0.7515 0.02 -0.01 -0.06
H -2.4233 5.0342 -2.1403 0.04 0.05 0.02
H 0.0258 5.8709 -4.0272 -0.02 -0.03 0.02
H -0.7560 4.2984 -3.8901 0.03 0.01 0.03
H 0.9821 4.4447 -3.5840 -0.05 0.05 0.02
H 0.6161 7.2037 -2.1593 0.00 -0.02 0.03
H 1.7653 5.9799 -1.6038 -0.08 0.03 -0.01
H 0.5462 6.6384 -0.4914 0.01 -0.03 -0.05
H 1.3348 4.6971 0.2744 -0.04 -0.04 -0.01
H 1.6379 2.5146 1.3465 -0.05 -0.02 -0.03
H -1.4345 2.8310 -2.4074 0.02 0.01 0.05
H -2.6880 1.2004 -2.5837 0.00 -0.04 0.01
H -2.8435 -3.0373 -1.9663 0.00 0.03 0.03
H -0.9930 -2.7863 -0.3790 0.05 0.02 0.00
H -3.2608 0.5446 -4.7389 -0.01 -0.07 0.00
H -4.3904 -0.5696 -5.5184 0.04 0.02 0.04
H -2.7473 -1.1029 -5.1251 -0.05 0.02 0.02
H -4.9228 0.9774 -2.9010 -0.01 -0.06 0.01
H -5.5629 -0.3558 -1.9296 0.01 0.01 -0.06
H -6.0811 -0.1506 -3.6109 0.05 0.02 0.04
H -3.8829 -3.0909 -3.9585 -0.06 0.06 0.03
H -5.4734 -2.3951 -4.2730 0.03 -0.01 0.02
H -5.0102 -2.8020 -2.6185 0.01 0.04 -0.07
N 4.5798 -0.2203 1.8663 0.08 -0.05 0.09
C 3.9133 0.4303 0.8786 0.05 0.02 -0.14
O 2.6982 0.1359 0.6989 0.65 0.41 -0.08
C 4.5824 1.4125 0.1163 0.20 0.19 -0.16
C 3.9200 2.0779 -0.9568 0.21 -0.25 0.41
N 3.3871 2.6183 -1.8278 -0.11 0.04 0.04
C 5.9562 1.6921 0.3823 -0.35 0.18 -0.19
N 7.0606 1.9288 0.6278 -0.11 -0.15 0.02
H 4.1923 -1.1195 2.1119 -0.01 -0.05 0.01
H 5.5835 -0.1405 1.8909 0.01 0.00 0.01
```
Forces are in eV/Å.

Results
* E_HOMO: -7.356 eV
* M: 684.12 g mol⁻¹
* ΔE to the lowest compared entry with this formula, charge and spin: 0.0 kJ/mol
* frontier orbital gap: 7.0 eV
* charge: 0

Atomic partial charges in e from the Löwdin method, atoms 1 to 6:
1. Mg 0.609
2. O -0.320
3. S 0.588
4. O -0.279
5. N -0.186
6. C -0.240

=====

- What is the M in the first record?
  808.09 g mol⁻¹